ORCA calculation (ωB97M-V with the def2-TZVPD basis set) on a structure of composition C17H17Br2HgNO.

As for the spin multiplicity: 1. For the HOMO energy (alpha / beta), the calculation gives -7.15 / -5.66 eV. As for the HOMO-LUMO gap (alpha / beta): 0.2388 / 0.1836 Eh. As for the LUMO energy (alpha / beta): -0.0241 / -0.0245 Ha. Its energy relative to the best compared isomer or geometry (same formula, charge and spin) is 250.63 kJ/mol.

Each line ends with the natural charge from an NBO analysis.
Element x y z (Å)
C  -1.710  -0.645  -1.961  -0.1189
C  1.409  -0.201  -2.310  -0.5386
C  -1.864  0.180  -3.067  -0.5064
H  -2.273  -0.513  -1.043  0.1850
C  1.190  1.206  -2.329  -0.5388
H  2.469  -0.467  -2.396  0.2309
H  -1.667  -0.414  -3.976  0.2034
H  2.131  1.760  -2.433  0.2265
C  -1.331  1.602  -3.358  -0.3917
H  -2.090  2.353  -3.080  0.2135
H  -1.213  1.655  -4.453  0.2076
C  -0.678  -1.706  -2.031  -0.4937
H  -1.030  -2.644  -2.489  0.2147
H  -0.348  -2.013  -1.028  0.2631
C  0.527  -1.251  -2.936  -0.4292
H  0.159  -0.870  -3.900  0.1963
H  1.145  -2.133  -3.165  0.2237
C  -0.005  2.076  -2.710  -0.4336
H  0.429  2.852  -3.364  0.2211
H  -0.317  2.623  -1.806  0.1992
Hg  1.185  0.475  -0.388  1.4228
H  -2.982  0.012  -2.993  0.2495
Br  0.637  -4.440  2.354  0.0749
C  0.567  -2.672  3.020  -0.2037
C  0.455  -2.387  4.373  -0.2044
C  0.329  -1.079  4.837  -0.1745
Br  0.150  -0.803  6.725  0.0327
C  0.355  0.026  3.936  -0.0266
C  0.180  1.374  4.318  -0.1236
C  0.146  2.360  3.349  -0.2753
C  0.388  2.030  2.009  0.0471
N  0.685  0.762  1.642  -0.5763
C  0.571  -0.248  2.554  0.0796
C  0.680  -1.609  2.043  0.3722
O  0.891  -1.825  0.820  -0.7507
H  0.459  -3.217  5.069  0.2402
H  0.048  1.613  5.371  0.2410
H  -0.046  3.404  3.592  0.2330
H  0.372  2.774  1.205  0.2081

Forces on atoms 1 to 3 (eV/Å):
C 2.4811 -1.8088 3.3282
C 1.1754 -2.7902 -2.3045
C -2.9676 0.4447 -3.1326


ORCA calculation (ωB97M-V with the def2-TZVPD basis set) on a structure of composition F14K2N7Na3O28S14.

As for the spin multiplicity: 1. For the HOMO energy, the calculation gives -5.33 eV. As for the HOMO-LUMO gap: 0.1356 Eh. The total charge is -2. As for the LUMO energy: -0.0602 Ha.

Each line ends with the natural charge from an NBO analysis.
Element x y z (Å)
Na  14.421  -6.838  9.522  0.9927
Na  18.164  0.125  5.879  0.9962
Na  16.342  -1.987  9.601  0.9901
K  9.677  -3.901  2.260  0.9970
K  5.402  -5.996  9.563  0.9991
N  7.447  -6.636  16.010  -1.0881
S  6.681  -7.905  15.139  2.3644
O  7.460  -9.141  15.221  -0.8727
O  5.879  -7.424  14.015  -0.9245
F  5.591  -8.245  16.293  -0.5102
S  8.734  -6.709  15.200  2.4003
O  8.555  -6.543  13.724  -0.9678
O  9.718  -7.711  15.657  -0.9079
F  9.411  -5.313  15.628  -0.4926
N  14.600  -9.520  0.553  -1.0382
S  14.075  -9.285  -0.849  2.4047
O  14.318  -7.943  -1.274  -0.9163
O  12.905  -10.083  -1.324  -0.9231
F  15.249  -10.083  -1.623  -0.5266
S  13.125  -9.036  1.362  2.3577
O  12.101  -9.995  1.633  -0.8957
O  12.698  -7.653  1.266  -0.9359
F  13.813  -8.785  2.800  -0.5253
N  16.088  -6.071  12.803  -1.1281
S  16.191  -7.244  13.660  2.4128
O  14.946  -7.947  14.019  -0.9066
O  17.419  -7.416  14.418  -0.8791
F  16.390  -8.076  12.311  -0.5650
S  16.085  -4.994  14.146  2.3503
O  17.375  -4.376  14.443  -0.9131
O  15.239  -5.217  15.269  -0.8432
F  15.437  -3.753  13.384  -0.5222
N  9.982  1.023  16.951  -1.0354
S  10.769  2.131  17.611  2.3708
O  10.863  3.411  16.923  -0.9140
O  11.742  1.743  18.625  -0.8911
F  9.345  2.477  18.367  -0.5615
S  11.327  0.599  16.081  2.3146
O  12.153  -0.383  16.713  -0.8882
O  11.855  1.667  15.122  -0.8914
F  10.482  -0.292  15.131  -0.5033
N  19.905  -3.124  7.597  -1.1977
S  19.969  -4.625  7.386  2.4237
O  20.317  -5.446  8.548  -0.8861
O  20.273  -5.086  6.056  -0.8949
F  18.338  -4.777  7.356  -0.5628
S  21.541  -2.918  8.068  2.3826
O  22.570  -3.444  7.159  -0.8765
O  21.732  -3.121  9.489  -0.8749
F  21.549  -1.378  7.796  -0.5061
N  12.750  -3.568  8.493  -1.0965
S  12.600  -2.883  6.923  2.3598
O  13.834  -2.063  6.757  -0.9515
O  11.373  -2.397  6.367  -0.8597
F  12.929  -4.229  6.135  -0.4909
S  11.360  -3.108  8.901  2.3965
O  10.252  -4.024  8.599  -0.9401
O  11.084  -1.703  9.136  -0.8903
F  11.633  -3.482  10.435  -0.5207
N  13.053  -0.930  0.897  -1.0912
S  13.869  0.461  1.423  2.3421
O  13.837  1.608  0.490  -0.8662
O  14.940  0.292  2.386  -0.9017
F  12.628  0.890  2.434  -0.5329
S  14.240  -1.550  0.268  2.3848
O  15.089  -2.485  1.055  -0.9101
O  14.896  -0.789  -0.832  -0.8917
F  13.281  -2.655  -0.413  -0.5307

Forces on atoms 1 to 3 (eV/Å):
Na 0.0756 0.0142 0.5057
Na 0.1012 -0.2981 -0.3607
Na -0.2269 -0.4018 0.2640


ORCA calculation (ωB97M-V with the def2-TZVPD basis set) on a structure of composition C14H42K4O11P.

As for the spin multiplicity: 1. For the HOMO energy, the calculation gives -11.91 eV. As for the HOMO-LUMO gap: 0.3394 Eh. The total charge is +1. As for the LUMO energy: -0.0982 Ha. Its energy relative to the best compared isomer or geometry (same formula, charge and spin) is 0.00 kJ/mol.

Each line ends with the Mulliken charge.
Element x y z (Å)
K  -2.032  0.570  2.725  1.1856
K  3.067  0.106  0.878  1.1404
K  -0.478  3.331  0.396  1.1365
K  -1.439  -1.713  -1.446  0.9373
P  -0.150  0.011  0.516  -2.2361
O  0.848  -0.255  -0.635  -0.5091
O  -1.482  0.640  -0.035  -0.5344
O  0.481  0.974  1.544  -0.2636
O  -0.627  -1.256  1.224  -0.8218
C  1.468  -3.312  -3.438  -1.0033
C  2.064  -1.932  -3.470  -0.0601
O  1.084  -0.923  -3.268  -0.3563
H  0.848  -3.476  -2.550  0.0984
H  2.210  -4.108  -3.468  0.3555
H  0.799  -3.418  -4.297  0.3191
H  2.535  -1.768  -4.444  0.3510
H  2.900  -1.827  -2.766  0.1434
H  1.124  -0.666  -2.330  0.1605
C  -2.256  2.732  -4.324  -1.4343
C  -1.332  2.258  -3.243  0.7674
O  -1.925  2.506  -1.976  -0.5625
H  -2.130  3.797  -4.533  0.3336
H  -3.306  2.532  -4.119  0.3346
H  -2.002  2.261  -5.281  0.3735
H  -0.374  2.773  -3.347  -0.0966
H  -1.141  1.182  -3.339  0.0078
H  -1.675  1.861  -1.289  0.2363
C  -5.290  1.189  -0.687  -1.0328
C  -4.520  0.012  -1.259  0.1671
O  -3.755  -0.580  -0.187  -0.5040
H  -5.887  1.685  -1.462  0.3868
H  -4.557  1.942  -0.397  0.1675
H  -5.967  0.878  0.103  0.2966
H  -3.794  0.416  -1.988  -0.1367
H  -5.081  -0.720  -1.838  0.3995
H  -2.871  -0.138  -0.151  0.3819
C  3.194  -3.625  0.150  -1.0455
C  1.878  -3.558  0.876  0.2276
O  1.852  -2.381  1.695  -0.4430
H  3.334  -4.546  -0.416  0.3737
H  4.007  -3.568  0.879  0.3253
H  3.320  -2.779  -0.534  0.0127
H  1.768  -4.450  1.497  0.3334
H  1.049  -3.505  0.164  0.0799
H  0.955  -1.997  1.592  0.2960
C  -1.483  -3.559  5.381  -1.3161
C  -0.722  -2.956  4.226  0.2101
O  -1.683  -2.596  3.210  -0.5367
H  -2.188  -4.312  5.042  0.3340
H  -2.033  -2.764  5.893  0.2861
H  -0.807  -3.976  6.129  0.3764
H  -0.034  -3.668  3.758  0.1013
H  -0.139  -2.080  4.531  0.2305
H  -1.235  -2.112  2.487  0.5802
C  0.790  3.348  5.022  -1.0898
C  1.680  2.716  3.995  -0.0927
O  1.294  3.075  2.668  -0.5997
H  0.858  4.436  4.988  0.2953
H  1.090  3.061  6.035  0.3618
H  -0.259  3.066  4.909  0.1833
H  1.649  1.620  4.075  0.2030
H  2.729  2.989  4.136  0.2843
H  0.991  2.215  2.266  0.7172
C  2.914  3.489  -2.812  -1.3703
C  2.598  2.235  -2.054  0.1778
O  1.320  2.336  -1.442  -0.2688
H  3.820  3.367  -3.406  0.3890
H  2.974  4.339  -2.136  0.3141
H  2.142  3.696  -3.559  0.2996
H  3.323  2.106  -1.235  0.1604
H  2.626  1.338  -2.681  0.0905
H  1.066  1.434  -1.151  0.3904

Forces on atoms 1 to 3 (eV/Å):
K -0.2927 -0.4642 0.1877
K -0.2376 -0.1903 0.1108
K 0.2608 0.1997 -0.2299


ORCA calculation (ωB97M-V with the def2-TZVPD basis set) on an isolated molecule of C4H6O2.

As for the spin multiplicity: 1. The structure (SMILES) is CC(=O)CC=O. For the HOMO energy, the calculation gives -9.78 eV. As for the HOMO-LUMO gap: 0.3872 Eh. As for the LUMO energy: 0.0277 Ha. Its energy relative to the best compared isomer or geometry (same formula, charge and spin) is 76.23 kJ/mol.

Each line ends with the natural charge from an NBO analysis.
Element x y z (Å)
C  -1.771  -0.071  -0.412  -0.7212
C  -0.427  -0.297  0.239  0.5997
O  -0.233  -1.210  1.013  -0.5395
C  0.708  0.635  -0.157  -0.6327
C  2.031  -0.093  -0.313  0.4452
O  2.940  0.328  -0.984  -0.5075
H  -1.827  -0.766  -1.258  0.2474
H  -1.888  0.945  -0.800  0.2209
H  -2.589  -0.305  0.274  0.2442
H  0.492  1.214  -1.059  0.2398
H  0.819  1.360  0.664  0.2690
H  2.100  -1.050  0.237  0.1347

Forces on atoms 1 to 3 (eV/Å):
C -0.0725 0.0436 -0.0494
C 0.0009 -0.2817 0.1224
O -0.0833 0.4166 -0.2398


ORCA calculation (ωB97M-V with the def2-TZVPD basis set) on a structure of composition C37H39AsCrN6O2S2.

As for the spin multiplicity: 2. For the HOMO energy (alpha / beta), the calculation gives -15.96 / -15.96 eV. As for the HOMO-LUMO gap (alpha / beta): 0.2234 / 0.2350 Eh. The total charge is +3. As for the LUMO energy (alpha / beta): -0.3632 / -0.3516 Ha. The expectation value of S² is 0.76. Its energy relative to the best compared isomer or geometry (same formula, charge and spin) is 0.00 kJ/mol.

Each line ends with the Mulliken spin population.
Element x y z (Å)
Cr  -0.046  -0.195  -0.149  1.0813
C  2.991  -1.435  2.629  -0.0040
C  2.281  -1.264  1.449  0.0088
N  1.225  -0.451  1.397  -0.0305
C  0.893  0.240  2.512  0.0245
C  1.610  0.032  3.688  -0.0049
N  2.636  -0.800  3.740  0.0069
C  -0.203  1.192  2.307  -0.0079
C  -0.790  1.997  3.262  0.0017
C  -1.837  2.861  2.913  -0.0018
C  -2.224  2.864  1.566  0.0005
C  -1.610  2.021  0.663  0.0057
N  -0.616  1.197  1.028  -0.0229
C  -1.981  1.831  -0.743  0.0069
C  -2.812  2.663  -1.489  -0.0003
N  -3.087  2.416  -2.759  0.0041
C  -2.560  1.332  -3.315  -0.0021
C  -1.707  0.501  -2.602  0.0012
N  -1.410  0.751  -1.325  -0.0583
C  -2.524  3.701  3.915  0.0008
C  -3.628  4.483  3.574  -0.0002
C  -4.261  5.234  4.558  0.0001
N  -3.854  5.231  5.815  -0.0001
C  -2.806  4.504  6.164  0.0001
C  -2.110  3.725  5.248  0.0002
H  3.848  -2.093  2.679  -0.0001
H  2.559  -1.771  0.534  0.0016
H  1.358  0.543  4.610  -0.0002
H  -0.432  1.944  4.278  0.0006
H  -3.010  3.516  1.218  0.0003
H  -3.254  3.555  -1.061  -0.0001
H  -2.814  1.135  -4.349  -0.0002
H  -1.252  -0.368  -3.059  -0.0001
H  -4.020  4.529  2.567  -0.0001
H  -5.118  5.852  4.320  0.0000
H  -2.504  4.539  7.204  0.0000
H  -1.258  3.161  5.600  -0.0002
O  -1.389  -1.398  0.779  0.0071
S  -1.777  -2.043  2.110  0.0037
C  -2.625  -3.603  1.577  0.0003
C  -2.446  -3.827  0.083  0.0022
C  -1.028  -4.282  -0.282  -0.0016
C  -0.794  -4.315  -1.788  0.0006
S  0.000  -2.779  -2.470  -0.0003
O  0.280  -1.837  -1.286  -0.0136
C  1.613  -3.452  -2.875  -0.0002
C  1.966  -3.636  -4.203  -0.0010
C  3.242  -4.103  -4.493  0.0000
C  4.143  -4.353  -3.469  0.0001
C  3.765  -4.184  -2.140  0.0000
C  2.489  -3.742  -1.838  -0.0004
C  -3.193  -1.079  2.662  0.0011
C  -3.895  -0.335  1.725  -0.0014
C  -4.998  0.397  2.139  0.0001
C  -5.378  0.381  3.475  -0.0001
C  -4.660  -0.360  4.403  0.0001
C  -3.554  -1.097  4.002  0.0007
H  -3.670  -3.497  1.859  0.0004
H  -2.175  -4.404  2.165  -0.0002
H  -2.691  -2.905  -0.448  0.0000
H  -3.167  -4.586  -0.227  0.0001
H  -0.854  -5.279  0.123  0.0001
H  -0.300  -3.610  0.180  0.0013
H  -1.731  -4.413  -2.337  -0.0003
H  -0.132  -5.124  -2.087  0.0003
H  1.262  -3.431  -5.001  0.0000
H  3.538  -4.264  -5.520  0.0000
H  5.143  -4.694  -3.700  0.0000
H  4.465  -4.411  -1.346  0.0000
H  2.154  -3.656  -0.813  -0.0002
H  -3.587  -0.347  0.688  0.0009
H  -5.571  0.960  1.414  0.0000
H  -6.248  0.942  3.790  0.0000
H  -4.967  -0.371  5.440  0.0000
H  -2.991  -1.679  4.723  -0.0002
C  2.852  -0.021  -2.463  0.0001
As  1.752  1.086  -1.303  -0.0123
C  1.224  2.503  -2.527  0.0029
C  3.087  1.977  -0.204  0.0008
H  3.587  0.597  -2.977  -0.0006
H  2.219  -0.514  -3.199  -0.0002
H  3.366  -0.779  -1.874  0.0000
H  2.117  3.026  -2.863  -0.0012
H  0.560  3.221  -2.045  0.0001
H  0.721  2.078  -3.394  0.0003
H  3.846  2.421  -0.847  -0.0014
H  3.571  1.259  0.458  -0.0003
H  2.636  2.767  0.395  0.0009

Forces on atoms 1 to 3 (eV/Å):
Cr -0.4089 -2.6306 -0.8741
C -0.1491 0.0926 0.1055
C 0.0256 -0.1469 -0.2439